Model w:
The following is a DFT calculation (wB97M-V/def2-TZVPD) of a 4-piece molecular cluster, C2H12NO4 overall.

XYZ file:
```
19
C2H12NO4, DFT wB97M-V/def2-TZVPD
O -1.5771 0.7249 -0.1692
C -1.6774 -0.1013 0.6893
C -0.4823 -0.8333 1.2662
N 0.7425 -0.4833 0.5227
H -2.6401 -0.3880 1.1450
H -0.3588 -0.7045 2.3317
H -0.7629 -1.8696 1.0675
H 0.9148 0.5113 0.6914
H 1.5501 -1.0389 0.8071
H 0.6183 -0.6072 -0.4908
H -1.0801 -1.1777 -2.6871
H -0.3054 -2.4009 -2.4511
O -0.5373 -1.5786 -1.9929
H 3.0079 0.1469 -1.5231
H 2.0659 -0.1544 -2.7055
O 2.1157 -0.1440 -1.7406
H 0.1710 2.6765 2.6580
H 0.7858 3.0730 1.2526
O 0.6907 2.3749 1.9034
```

gap between HOMO and LUMO: 11.2 eV
HOMO level: -14.20 eV
total charge: +1

These are the natural (NBO) partial charges, in e, on atoms 1 to 4:
1 O -0.49
2 C 0.43
3 C -0.34
4 N -0.70

***

Model x:
The following is a DFT calculation (wB97M-V/def2-TZVPD) of a 4-piece molecular cluster, C2H12NO4 overall.

XYZ file:
```
19
C2H12NO4, DFT wB97M-V/def2-TZVPD
O 2.2955 1.0584 0.4193
C 1.7205 0.5382 1.3091
C 0.3875 -0.0914 0.9300
N 0.3257 -0.3318 -0.5717
H 2.0952 0.3925 2.3334
H 0.5399 -1.0606 1.5514
H -0.6284 0.3467 1.1995
H 1.1568 -0.3272 -1.0568
H -0.3488 -1.0924 -0.8644
H -0.1565 0.5858 -0.9662
H 0.0608 2.8858 -0.0531
H -1.5623 3.0761 0.0958
O -0.7597 2.5342 -0.1009
H -3.0304 0.0751 -2.1125
H -3.0278 -1.4250 -1.9722
O -2.6016 -0.6536 -1.6601
H -0.1565 -2.7459 1.2080
H -0.4008 -3.4747 -0.0980
O -0.1178 -2.6384 0.2545
```

gap between HOMO and LUMO: 11.4 eV
HOMO level: -14.41 eV
total charge: +1

These are the natural (NBO) partial charges, in e, on atoms 1 to 4:
1 O -0.50
2 C 0.43
3 C -0.33
4 N -0.71

***

Which one is most stable, and which one is least stable? model w is the most stable of them, while model x is the least stable.

***

Model w:
The following is a DFT calculation (wB97M-V/def2-TZVPD) of CH3Cl2NO2S as an isolated structure.

XYZ file:
```
10
CH3Cl2NO2S, DFT wB97M-V/def2-TZVPD
C -0.3366 -1.0491 0.7968
N -0.6435 -2.2110 0.8431
O -3.9849 -0.5585 -0.1867
O -3.3509 1.5079 1.0657
S -3.4699 0.7773 -0.1938
Cl -0.8717 0.1238 -0.4402
Cl 1.6317 2.6247 0.2635
H 0.5456 -0.7768 1.4170
H 0.7067 3.3350 0.7147
H -1.4046 -2.6844 0.1726
```

gap between HOMO and LUMO: 10.1 eV
HOMO level: -10.79 eV

These are the natural (NBO) partial charges, in e, on atoms 1 to 4:
1 C 0.12
2 N -0.58
3 O -0.86
4 O -0.85

***

Model x:
The following is a DFT calculation (wB97M-V/def2-TZVPD) of a 2-piece molecular cluster, CH3Cl2NO2S overall.

XYZ file:
```
10
CH3Cl2NO2S, DFT wB97M-V/def2-TZVPD
C 0.0582 -1.6816 0.4409
N 0.6004 0.6797 -0.4016
O 1.2886 0.0023 2.0091
O 2.6416 -0.7972 0.1262
S 1.3660 -0.4570 0.6490
Cl 0.1222 -2.7894 -0.7678
Cl -2.4005 0.4670 -0.2789
H -0.8556 -1.2507 0.5674
H -0.3979 0.7289 -0.1225
H 1.1621 1.4646 -0.5925
```

gap between HOMO and LUMO (alpha / beta): 8.8 / 4.7 eV
HOMO level (alpha / beta): -10.79 / -9.76 eV

These are the natural (NBO) partial charges, in e, on atoms 1 to 4:
1 C -0.43
2 N -1.07
3 O -0.91
4 O -0.90

***

Model y:
The following is a DFT calculation (wB97M-V/def2-TZVPD) of a 2-piece molecular cluster, CH3Cl2NO2S overall.

XYZ file:
```
10
CH3Cl2NO2S, DFT wB97M-V/def2-TZVPD
C 0.1851 -0.3193 -1.2922
N 0.2855 0.8445 1.1366
O -1.8963 0.1746 0.3870
O -0.2595 -1.6774 1.0039
S -0.5714 -0.3800 0.4610
Cl -0.7327 -1.2194 -2.5089
Cl 1.9016 -0.7305 -1.0974
H 0.5502 1.4235 -1.6466
H -0.4312 1.2782 1.7439
H 0.9685 0.6058 1.8127
```

gap between HOMO and LUMO: 9.3 eV
HOMO level: -10.23 eV

These are the natural (NBO) partial charges, in e, on atoms 1 to 4:
1 C -0.52
2 N -1.06
3 O -0.92
4 O -0.89

***

Which one is most stable, and which one is least stable? model w is the most stable of them, while model x is the least stable.

***

Model w:
The following is a DFT calculation (wB97M-V/def2-TZVPD) of an isolated ion of composition C23H30NO2 and charge +1.

XYZ file:
```
56
C23H30NO2, DFT wB97M-V/def2-TZVPD
C -4.0370 -1.1732 -1.9059
C -2.7175 -1.0225 -1.1622
C -2.2045 0.4089 -1.1083
N -0.7611 0.8505 -0.6629
C -0.9760 2.3996 -0.5186
C -0.1525 3.1929 0.4734
C -0.4826 4.6888 0.4644
C 0.0288 0.1370 0.3393
C 1.5566 0.3334 0.1550
C 2.3485 -0.5512 -0.6085
C 3.6160 -0.2293 -1.0532
C 4.1398 1.0040 -0.6582
C 3.4595 1.8131 0.2812
C 2.2283 1.3985 0.7834
C 4.2829 3.0436 0.4968
C 5.4487 2.8611 -0.4861
O 5.3095 1.5255 -1.1141
C -0.3120 -1.3441 0.3535
C -0.1000 -2.1910 -0.7682
C -0.4361 -3.5347 -0.7364
C -1.1241 -3.9966 0.3922
C -1.2852 -3.1862 1.5385
C -0.8410 -1.8710 1.5284
C -2.1153 -3.9323 2.5234
C -2.4909 -5.2083 1.7562
O -1.8151 -5.1685 0.4436
H -4.3679 -2.2136 -1.8402
H -4.8150 -0.5374 -1.4777
H -3.9206 -0.9243 -2.9644
H -2.8332 -1.4016 -0.1380
H -2.0031 -1.6750 -1.6637
H -2.2822 0.8523 -2.1141
H -2.8907 0.9417 -0.4387
H -0.1962 0.7423 -1.5152
H -0.8415 2.7840 -1.5429
H -2.0257 2.5484 -0.2344
H -0.2964 2.7894 1.4887
H 0.9032 3.1026 0.2103
H 0.1363 5.2103 1.2068
H -0.2701 5.1380 -0.5162
H -1.5382 4.8759 0.7073
H -0.2503 0.5625 1.3086
H 1.9978 -1.5423 -0.8772
H 4.1955 -0.8788 -1.7034
H 1.7730 1.9552 1.6080
H 4.6529 3.1012 1.5283
H 3.7292 3.9680 0.2871
H 5.4201 3.6013 -1.2976
H 6.4284 2.8946 0.0057
H 0.2611 -1.7678 -1.7181
H -0.2592 -4.2177 -1.5681
H -1.0103 -1.2298 2.3996
H -1.5388 -4.1747 3.4251
H -3.0009 -3.3662 2.8378
H -3.5732 -5.2725 1.5754
H -2.1517 -6.1140 2.2744
```

SMILES: CCC[NH+](CCC)C(c1ccc2c(c1)CCO2)c1ccc2c(c1)CCO2
gap between HOMO and LUMO: 8.4 eV
HOMO level: -10.78 eV
total charge: +1

These are the natural (NBO) partial charges, in e, on atoms 1 to 4:
1 C -0.60
2 C -0.43
3 C -0.19
4 N -0.36

***

Model x:
The following is a DFT calculation (wB97M-V/def2-TZVPD) of a 2-piece molecular cluster, C23H30NO2 overall.

XYZ file:
```
56
C23H30NO2, DFT wB97M-V/def2-TZVPD
C -1.3856 -4.4375 1.3087
O -1.1787 -3.0202 1.3569
C 0.0893 -2.6626 1.6519
O 0.9874 -3.4721 1.8073
C 0.2353 -1.1605 1.7837
C 0.0180 -0.7553 3.2616
C 1.3107 -0.0843 3.7129
C 2.1283 0.1773 2.4424
N 1.5524 -0.6932 1.4426
C 2.0539 -0.7709 0.1762
C 1.7061 -1.7730 -0.7150
C 2.6777 -2.3188 -1.7015
C 3.8648 -1.3732 -1.9733
C 3.5036 0.0752 -1.6616
C 3.0853 0.2589 -0.2008
H -2.4529 -4.5564 1.1195
H -0.7956 -4.8792 0.4955
H -1.1059 -4.9003 2.2631
H -0.5265 -0.7040 1.1262
H -0.8292 -0.0647 3.2873
H -0.2289 -1.6290 3.8778
H 1.1192 0.8471 4.2506
H 1.8786 -0.7479 4.3752
H 2.0407 1.2372 2.1511
H 3.1967 -0.0344 2.5870
H 0.8823 -2.4394 -0.4663
H 3.0837 -3.2764 -1.3276
H 2.1390 -2.5780 -2.6241
H 4.6988 -1.6872 -1.3317
H 4.2023 -1.4772 -3.0118
H 4.3300 0.7526 -1.9184
H 2.6486 0.3648 -2.2868
H 2.6725 1.2752 -0.0675
H 3.9680 0.1853 0.4574
C 0.5846 -0.9127 -3.9150
C -0.0620 -2.2710 -4.3543
C -0.8830 -2.6679 -3.1659
C -0.8431 -1.7008 -2.1737
C 0.0124 -0.6345 -2.5445
C 0.0083 0.6947 -1.9950
C -0.7254 0.9992 -0.8223
C -0.5438 2.2192 -0.1788
C 0.2831 3.2016 -0.7389
C 0.8921 2.9769 -1.9765
C 0.7650 1.7406 -2.6022
H 1.6835 -0.9885 -3.8822
H 0.3467 -0.1198 -4.6427
H -0.6763 -2.1001 -5.2526
H 0.7070 -3.0069 -4.6275
H -1.4737 -3.5816 -3.1369
H -1.3616 -1.7525 -1.2165
H -1.4311 0.2650 -0.4288
H -1.0638 2.4098 0.7603
H 0.4427 4.1457 -0.2185
H 1.4741 3.7604 -2.4661
H 1.2726 1.5612 -3.5571
```

gap between HOMO and LUMO: 5.3 eV
HOMO level: -10.35 eV
total charge: +1

These are the natural (NBO) partial charges, in e, on atoms 1 to 4:
1 C -0.27
2 O -0.52
3 C 0.79
4 O -0.58

***

Which one is most stable, and which one is least stable? model x is the most stable of them, while model w is the least stable.

***

Model w:
The following is a DFT calculation (wB97M-V/def2-TZVPD) of a 2-piece molecular cluster, C11H15NO overall.

XYZ file:
```
28
C11H15NO, DFT wB97M-V/def2-TZVPD
C 0.7904 -2.2048 -3.0249
C -0.2877 -1.9292 -2.0029
C -0.3431 -2.8296 -0.8192
C -0.0641 -0.4777 -1.5301
N 0.3340 -0.2153 -0.3484
C 0.3528 1.0957 0.1946
C 1.5506 1.8275 0.3012
C 1.6721 3.1015 0.9170
C 0.5866 3.6605 1.5843
C -0.6570 2.9478 1.4744
C -0.7363 1.6406 0.9057
H 0.6946 -1.6504 -3.9733
H 0.5429 -3.3064 -3.3448
H 1.8273 -2.0808 -2.5385
H -1.2829 -1.9504 -2.5178
H -0.9934 -2.5282 0.0994
H 0.6249 -3.0372 -0.3617
H -0.7216 -3.8166 -1.2210
H 0.0092 0.2695 -2.3337
H 2.4319 1.4428 -0.0675
H 2.4839 3.6778 0.8718
H 0.7271 4.7184 1.9146
H -1.5693 3.1126 2.1375
H -1.7589 1.2992 0.7430
C -1.5676 -0.6750 3.1828
O -2.3482 -1.4356 2.7927
H -1.7567 0.1694 3.9469
H -0.5416 -0.8261 3.0180
```

SMILES: CC(C)/C=N/c1ccccc1.C=O
gap between HOMO and LUMO: 9.5 eV
HOMO level: -8.58 eV

These are the natural (NBO) partial charges, in e, on atoms 1 to 4:
1 C -0.61
2 C -0.30
3 C -0.62
4 C 0.19

***

Model x:
The following is a DFT calculation (wB97M-V/def2-TZVPD) of an isolated molecule of C11H15NO.

XYZ file:
```
28
C11H15NO, DFT wB97M-V/def2-TZVPD
C -2.5764 2.1061 0.1410
C -1.4432 2.6815 -0.2049
C -0.1243 2.8236 -0.4009
C 0.4884 3.5727 -1.6262
N 0.6415 2.6444 0.7154
C 0.8468 1.6438 1.5917
O 1.6695 1.9618 2.3899
C 0.1091 0.2766 1.5892
C 0.6411 -0.7040 0.6185
C 1.4606 -1.5069 -0.0022
C 2.7387 -2.1330 -0.2391
C 0.0123 -2.0000 0.0798
C -0.1049 -3.2066 1.0268
H -2.6327 1.0207 -0.0818
H -3.3414 2.6804 0.6126
H -0.2184 4.4589 -1.8499
H 0.6034 3.0474 -2.5387
H 1.4410 3.7240 -1.2789
H 1.1871 3.5007 1.1300
H 0.4290 -0.1429 2.5420
H -0.9185 0.2705 1.6003
H 3.0604 -2.2489 -1.2503
H 3.6228 -1.6045 0.3018
H 2.4831 -3.1568 0.1819
H -0.4324 -2.0418 -0.9220
H 0.3899 -2.8832 1.9860
H -1.1852 -3.5883 1.4458
H 0.3532 -4.1408 0.7505
```

SMILES: C=C=C(C)NC(=O)CC1=C(C)[C@H]1C
gap between HOMO and LUMO: 9.4 eV
HOMO level: -8.75 eV

These are the natural (NBO) partial charges, in e, on atoms 1 to 4:
1 C -0.49
2 C 0.07
3 C 0.08
4 C -0.63

***

Which one is most stable, and which one is least stable? model w is the most stable of them, while model x is the least stable.

***

Model w:
The following is a DFT calculation (wB97M-V/def2-TZVPD) of an isolated molecule of S2.

XYZ file:
```
2
S2, DFT wB97M-V/def2-TZVPD
S 0.0000 0.0000 1.0874
S 0.0000 0.0000 -1.0874
```

gap between HOMO and LUMO: 5.7 eV
HOMO level: -9.04 eV

Charges in e, computed with natural (NBO), in the same order as the atoms:
1 S 0.00
2 S 0.00

***

Model x:
The following is a DFT calculation (wB97M-V/def2-TZVPD) of a 2-piece molecular cluster, S2 overall.

XYZ file:
```
2
S2, DFT wB97M-V/def2-TZVPD
S 0.0000 0.0000 1.6343
S 0.0000 0.0000 -1.6343
```

gap between HOMO and LUMO: 4.6 eV
HOMO level: -9.65 eV

Charges in e, computed with natural (NBO), in the same order as the atoms:
1 S 0.00
2 S 0.00

***

Which one is most stable, and which one is least stable? model w is the most stable of them, while model x is the least stable.

***

Model w:
The following is a DFT calculation (wB97M-V/def2-TZVPD) of a 2-piece molecular cluster, C4H6F2O2 overall.

XYZ file:
```
14
C4H6F2O2, DFT wB97M-V/def2-TZVPD
C 0.8248 -0.2091 0.0443
C -1.2080 -1.6983 0.0441
C 0.4206 2.4727 -0.5174
C 0.1265 -1.3723 0.6745
O 1.8665 -0.0087 -0.4302
O -0.3273 1.3930 -0.1592
F 0.9874 -2.4292 0.5484
F 0.0160 -1.1687 2.0091
H -1.0969 -1.7786 -1.0328
H -1.5565 -2.6489 0.4477
H -1.9040 -0.8978 0.2797
H -0.1995 3.0917 -1.1815
H 1.3208 2.1789 -1.0799
H 0.7296 3.0752 0.3530
```

gap between HOMO and LUMO: 9.6 eV
HOMO level: -9.57 eV

These are the natural (NBO) partial charges, in e, on atoms 1 to 4:
1 C 0.77
2 C -0.66
3 C -0.25
4 C 0.58

***

Model x:
The following is a DFT calculation (wB97M-V/def2-TZVPD) of a 2-piece molecular cluster, C4H6F2O2 overall.

XYZ file:
```
14
C4H6F2O2, DFT wB97M-V/def2-TZVPD
C -1.0972 -0.0898 -0.4071
C 0.1512 -1.0652 -0.0609
C 1.0442 0.2075 -0.4881
C -0.2589 1.1099 0.0006
H -1.9046 0.1867 1.2012
H -1.1611 -0.1364 -1.6025
H 0.0808 -2.0669 -0.5911
H 1.0277 0.1279 -1.5643
H 2.1905 -0.5831 1.2023
H -0.4160 1.9977 -0.7063
O -2.2089 -0.1227 0.2269
O 2.4818 0.2162 0.1591
F 0.1690 -1.2644 1.3572
F -0.0984 1.4825 1.2730
```

gap between HOMO and LUMO: 10.4 eV
HOMO level: -10.06 eV

These are the natural (NBO) partial charges, in e, on atoms 1 to 4:
1 C 0.06
2 C 0.13
3 C 0.03
4 C 0.16

***

Which one is most stable, and which one is least stable? model w is the most stable of them, while model x is the least stable.